(1)
C3H4LiO3Pb | ωB97M-V with the def2-TZVPD basis set

The highest occupied orbital energy (alpha / beta) comes out at -0.554 / -0.553 hartree. The molar mass comes out at 302.203 g/mol. Its charge is +2. The value obtained for the total energy is -14747.2341 eV. The energy relative to the best compared isomer or geometry (same formula, charge and spin) is 6.009 eV. The spin multiplicity is 2. The calculation puts the HOMO-LUMO gap (alpha / beta) at 0.1628 / 0.1618 Eh.

Geometry (Å):
O (-2.16153, 0.09020, 0.70000)
C (-1.51688, 1.19495, 0.52318)
C (-0.03583, 1.11255, 0.30378)
Li (-1.48992, -1.58670, 0.46880)
H (-0.92012, 1.53964, -0.73530)
H (0.41683, 0.74646, 1.23734)
H (0.47668, 2.07230, 0.15710)
O (0.31803, -0.81025, -0.29678)
C (1.29079, -1.03777, -1.00528)
Pb (3.49960, -3.32492, -1.13514)
O (1.87935, -2.03917, -1.41710)
H (-1.75701, 2.04271, 1.19941)

=====

(2)
C7H8S | ωB97M-V with the def2-TZVPD basis set

The highest occupied orbital energy (alpha / beta) comes out at -0.178 / -0.322 hartree. The molar mass comes out at 124.208 g/mol. The value obtained for the total energy is -18218.6607 eV. The energy relative to the best compared isomer or geometry (same formula, charge and spin) is 0.000 eV. The spin multiplicity is 3. The calculation puts the HOMO-LUMO gap (alpha / beta) at 0.2145 / 0.2529 Eh.

Geometry (Å):
C (1.48579, 0.79091, 0.36144)
C (2.48320, -0.07937, 0.03537)
C (0.21397, 0.26847, -0.03475)
C (0.28146, -1.09786, -0.42958)
C (-1.33246, 1.80439, 1.01808)
C (-0.97541, 1.04464, -0.01905)
C (-0.93393, -1.94623, -0.81764)
S (1.92046, -1.67151, -0.45104)
H (1.58707, 1.70554, 1.00879)
H (3.49609, 0.14084, 0.23830)
H (-2.32790, 2.22921, 0.84473)
H (-0.77605, 1.95951, 2.05284)
H (-1.41669, 1.21563, -1.00875)
H (-1.10093, -2.61071, -0.07127)
H (-1.68733, -1.15832, -0.99461)
H (-0.91732, -2.59514, -1.73285)

=====

(3)
C21H30N3O6PRhS4 | ωB97M-V with the def2-TZVPD basis set

The highest occupied orbital energy (alpha / beta) comes out at -0.307 / -0.307 hartree. The molar mass comes out at 682.634 g/mol. The value obtained for the total energy is -94661.6969 eV. The energy relative to the best compared isomer or geometry (same formula, charge and spin) is 0.217 eV. The spin multiplicity is 2. The calculation puts the HOMO-LUMO gap (alpha / beta) at 0.2801 / 0.2373 Eh.

Geometry (Å):
Rh (0.72560, 0.01463, 0.98252)
C (3.74214, 4.37255, 4.07404)
C (3.67751, 3.01230, 3.42385)
O (2.28962, 2.62121, 3.23195)
P (1.64352, 2.63196, 1.79746)
S (-0.23018, 1.96470, 1.96492)
S (2.57750, 1.40346, 0.50522)
O (1.77051, 4.15803, 1.40084)
C (1.39847, 4.63533, 0.08088)
C (1.65266, 6.12103, 0.05568)
H (4.78348, 4.63625, 4.26344)
H (3.20916, 4.36678, 5.02402)
H (3.30147, 5.13036, 3.42809)
H (4.10819, 2.23819, 4.05557)
H (4.19552, 2.99416, 2.46296)
H (0.34599, 4.39826, -0.09531)
H (2.00223, 4.10685, -0.65625)
H (1.05729, 6.62654, 0.81542)
H (1.37852, 6.51974, -0.92045)
H (2.70602, 6.33542, 0.23546)
C (2.38414, -2.24441, -5.37731)
C (0.89119, -2.54241, -5.35919)
C (0.12729, -1.66721, -4.37636)
N (0.58112, -1.94712, -3.00968)
C (0.78111, -1.09043, -2.06079)
S (1.53430, -1.57235, -0.58991)
N (0.50716, 0.26410, -2.25544)
C (-0.73389, 0.77620, -2.63207)
O (-1.70592, 0.08783, -2.82155)
C (-0.75742, 2.26468, -2.74818)
C (0.35845, 2.98206, -3.16633)
C (0.27288, 4.35757, -3.32859)
C (-0.91865, 5.01472, -3.05659)
C (-2.03121, 4.29847, -2.63028)
C (-1.95462, 2.92359, -2.48727)
H (2.90135, -2.87850, -6.09698)
H (2.83431, -2.42846, -4.39997)
H (2.57861, -1.20249, -5.64864)
H (0.70706, -3.58744, -5.10823)
H (0.45395, -2.36949, -6.34528)
H (-0.93894, -1.88773, -4.41948)
H (0.29277, -0.61065, -4.58927)
H (0.72084, -2.98030, -2.82590)
H (1.09085, 0.88898, -1.71032)
H (1.28275, 2.46483, -3.39357)
H (1.13394, 4.91335, -3.67711)
H (-0.98614, 6.08726, -3.18754)
H (-2.96010, 4.81269, -2.42194)
H (-2.81543, 2.34274, -2.18340)
N (-1.01152, -1.11771, 1.62728)
C (-1.46125, -2.10722, 0.67572)
C (-0.97639, -3.40753, 0.74269)
C (-1.16876, -4.24693, -0.33812)
C (-1.84667, -3.78137, -1.46325)
C (-2.43514, -2.53639, -1.46210)
C (-2.23634, -1.68586, -0.38525)
S (-1.64748, -4.66726, -3.00301)
O (-2.35201, -3.87310, -3.99142)
O (-0.17527, -4.52665, -3.14412)
O (-2.08059, -6.02592, -2.81062)
H (-0.85282, -1.52913, 2.54279)
H (-1.73593, -0.41629, 1.75220)
H (-0.37832, -3.72774, 1.58945)
H (-0.74233, -5.24167, -0.34478)
H (-2.96551, -2.19902, -2.34116)
H (-2.61902, -0.67338, -0.42001)

=====

(4)
C3H3N3O | ωB97M-V with the def2-TZVPD basis set

The highest occupied orbital energy comes out at -0.331 hartree. The molar mass comes out at 97.077 g/mol. The value obtained for the total energy is -9673.5696 eV. The energy relative to the best compared isomer or geometry (same formula, charge and spin) is 3.885 eV. The calculation puts the HOMO-LUMO gap at 0.3344 Eh.

Geometry (Å):
N (1.59812, 0.35837, 0.31013)
C (0.89902, -0.63375, 0.16459)
N (0.76862, 1.64392, -1.00141)
N (-0.11947, 1.06221, -1.39740)
O (-1.40155, 0.59399, 1.24700)
C (-1.27726, -0.42430, 0.62170)
C (-0.29112, -0.64507, -0.51220)
H (2.24589, 0.71500, 0.97838)
H (-1.79693, -1.35762, 0.88550)
H (-0.62533, -1.31276, -1.29630)

=====

(5)
C4H7NO | ωB97M-V with the def2-TZVPD basis set

The highest occupied orbital energy comes out at -0.348 hartree. The molar mass comes out at 85.106 g/mol. The value obtained for the total energy is -7796.4182 eV. The energy relative to the best compared isomer or geometry (same formula, charge and spin) is 3.226 eV. As for the SMILES: CC(=O)[C@H]1CN1. The calculation puts the HOMO-LUMO gap at 0.3790 Eh.

Geometry (Å):
C (-1.80000, 0.14962, 1.14238)
C (-0.48392, -0.37929, 0.53274)
O (-0.05166, -1.47109, 0.86249)
C (0.19044, 0.47498, -0.49822)
C (1.93014, 0.33512, -0.84974)
N (1.11555, -0.52504, -1.53911)
H (-2.59160, -0.59120, 0.97504)
H (-2.15002, 1.11760, 0.76280)
H (-1.65895, 0.24911, 2.22508)
H (-0.58624, 0.95260, -1.13190)
H (2.54035, -0.02714, -0.00892)
H (2.42549, 1.13382, -1.42317)
H (1.12043, -1.41910, -1.04945)

=====

(6)
C23H41Cl2FO4S | ωB97M-V with the def2-TZVPD basis set

The highest occupied orbital energy comes out at -0.371 hartree. The molar mass comes out at 503.548 g/mol. The value obtained for the total energy is -71300.2052 eV. The calculation puts the HOMO-LUMO gap at 0.3884 Eh.

Geometry (Å):
C (-8.15772, -2.65007, -3.46102)
C (-6.99372, -2.88004, -3.28051)
C (-5.54160, -3.17956, -3.25695)
C (-5.19152, -4.33579, -2.28399)
C (-4.44775, -5.36101, -3.22665)
C (-5.42430, -6.06972, -4.15464)
C (-6.07145, -7.18326, -3.88570)
O (-6.28074, -5.08425, -1.68550)
S (-5.58756, -5.99697, -0.54023)
O (-5.19425, -7.29224, -0.94393)
O (-6.24363, -5.92303, 0.70322)
O (-4.12962, -5.17370, -0.40023)
C (-4.35370, -3.94215, -1.05965)
F (-3.26723, -3.30030, -1.56336)
C (-4.97824, -3.05193, 0.02870)
Cl (-5.39585, -1.39032, -0.57079)
C (-4.02313, -2.88417, 1.26006)
C (-3.10017, -1.65510, 1.17205)
Cl (-5.01308, -2.85159, 2.76594)
H (-9.06213, -2.22810, -3.83542)
H (-5.02710, -2.26137, -2.96241)
H (-5.23687, -3.39371, -4.28138)
H (-3.73507, -4.83259, -3.87271)
H (-3.84336, -6.08009, -2.66295)
H (-5.60551, -5.60994, -5.12745)
H (-6.87782, -7.48172, -4.55554)
H (-5.86488, -7.84206, -3.04780)
H (-5.91653, -3.43953, 0.42954)
H (-3.35587, -3.74414, 1.35578)
H (-2.20741, -1.82475, 1.79086)
H (-2.73300, -1.49807, 0.15446)
H (-3.59000, -0.77205, 1.58912)
C (3.20698, 1.76243, -0.40867)
C (2.87399, 1.64211, 1.07397)
C (2.17099, 0.33298, 1.43046)
C (0.80914, 0.12719, 0.76513)
C (-0.21952, 1.22297, 1.04127)
C (-0.58535, 1.34889, 2.51671)
H (2.30716, 1.75849, -1.02606)
H (3.73479, 2.69850, -0.60154)
H (3.84967, 0.93996, -0.73061)
H (2.26964, 2.49880, 1.38566)
H (3.80544, 1.70087, 1.64519)
H (2.05875, 0.27869, 2.51725)
H (2.82074, -0.50444, 1.15600)
H (0.40321, -0.83379, 1.09972)
H (0.94213, 0.03349, -0.31671)
H (-1.12828, 0.99433, 0.47637)
H (0.13780, 2.18649, 0.66761)
H (-0.98963, 0.40843, 2.89832)
H (-1.34367, 2.12181, 2.65261)
H (0.27724, 1.62374, 3.12587)
C (7.17194, 7.83710, 1.67730)
C (7.65360, 6.64295, 0.85950)
C (6.51342, 5.79209, 0.30123)
C (5.61860, 5.13593, 1.35404)
C (6.34002, 4.22975, 2.35116)
C (7.01308, 3.02997, 1.69612)
H (6.60824, 7.52312, 2.55732)
H (8.02141, 8.42742, 2.02488)
H (6.53423, 8.48827, 1.07550)
H (8.32568, 6.02952, 1.46609)
H (8.25098, 7.01247, 0.02137)
H (6.93620, 5.02157, -0.35033)
H (5.88745, 6.41724, -0.34388)
H (4.84943, 4.55275, 0.83587)
H (5.08162, 5.91041, 1.90938)
H (5.60877, 3.86360, 3.07759)
H (7.07866, 4.79934, 2.92195)
H (6.28263, 2.41982, 1.15911)
H (7.48470, 2.40198, 2.45398)
H (7.78893, 3.33609, 0.99237)